No. 1
{"formula": "C3H9N2P", "method": "the ωB97M-V functional and the def2-TZVPD basis", "elements": ["C", "P", "H", "H", "H", "H", "H", "N", "C", "H", "N", "H", "C", "H", "H"], "positions_angstrom": [[-0.45054, 0.84610, -0.41860], [0.96998, -1.39262, -0.32146], [-0.62327, 1.18820, -1.40095], [-2.51182, -0.98380, 0.02325], [1.02521, 1.92801, 0.79379], [-1.35503, -2.31134, 0.70060], [2.62702, 0.12616, 0.54963], [1.56035, -0.04186, 0.54195], [0.94340, 1.14618, 0.01696], [1.60057, 1.72412, -0.66633], [-0.56209, -0.69004, -0.40886], [1.13435, -0.90757, -1.57017], [-1.52352, -1.20669, 0.50258], [-1.58275, -0.78602, 1.56817], [-1.25187, 1.36118, 0.08943]], "relative_energy_kcal_mol": 50.21, "gap_ev": [4.753, 6.160], "total_energy_ha": -570.328329, "e_lumo_ev": [0.93, -2.74], "spin_multiplicity": 3, "charge": 0, "s_squared": 2.006}


No. 2
{"formula": "C3H9N2S", "method": "the ωB97M-V functional and the def2-TZVPD basis", "elements": ["H", "H", "H", "H", "H", "C", "N", "H", "C", "H", "S", "H", "C", "N", "H"], "positions_angstrom": [[0.74403, -1.76017, 0.21142], [0.02830, -0.15515, -1.68436], [1.77942, -0.13070, -1.46784], [-2.21217, 0.53716, 0.02054], [-0.67278, -1.19731, 0.92491], [-0.14326, 1.40421, 0.27812], [-1.27309, 0.78310, -0.39482], [1.19731, 0.23537, 1.56509], [-0.78607, -0.36870, -0.99244], [-0.37194, 1.98006, 1.13846], [2.44370, 0.03852, -0.42319], [0.29163, 2.05710, -0.42067], [0.80775, 0.20347, 0.52601], [-0.00336, -0.97699, 0.26527], [-1.54082, -1.11521, -1.28683]], "relative_energy_kcal_mol": 43.88, "gap_ev": 10.811, "total_energy_ha": -627.100141, "e_lumo_ev": -3.38, "spin_multiplicity": 1, "charge": 1}


No. 3
{"formula": "C3H9N2S", "method": "the ωB97M-V functional and the def2-TZVPD basis", "elements": ["H", "C", "C", "N", "S", "H", "H", "H", "C", "H", "H", "N", "H", "H", "H"], "positions_angstrom": [[1.36097, -1.64483, 0.61675], [0.00174, 0.14009, -0.08271], [-2.37425, -0.60307, -1.39628], [-0.25895, 1.40804, 0.24493], [-0.66994, -1.10432, -0.86334], [-2.77886, -1.50437, -1.81718], [0.47447, 1.75966, 0.99430], [-2.08341, -0.07948, -2.27214], [1.61063, -0.57951, 0.42718], [1.67538, 0.03343, 2.42642], [2.90816, 0.82330, 1.51868], [2.06426, 0.15509, 1.50324], [-1.08438, 1.93787, -0.04152], [2.26290, -0.51119, -0.47894], [-3.10871, -0.23072, -0.77939]], "relative_energy_kcal_mol": 41.68, "gap_ev": 9.860, "total_energy_ha": -627.103642, "e_lumo_ev": -3.83, "spin_multiplicity": 1, "charge": 1}